{"formula": "C34H36N5OS", "method": "ωB97M-V/def2-TZVPD", "elements": ["S", "O", "N", "N", "N", "N", "N", "C", "C", "C", "C", "C", "C", "C", "C", "C", "C", "C", "C", "C", "C", "C", "C", "C", "C", "C", "C", "C", "C", "C", "C", "C", "C", "C", "C", "C", "C", "C", "C", "C", "C", "H", "H", "H", "H", "H", "H", "H", "H", "H", "H", "H", "H", "H", "H", "H", "H", "H", "H", "H", "H", "H", "H", "H", "H", "H", "H", "H", "H", "H", "H", "H", "H", "H", "H", "H", "H"], "xyz": [[-2.718, -2.358, -3.089], [3.853, 3.639, 0.458], [5.953, 0.236, -0.699], [1.624, 4.252, 0.459], [-1.989, -4.228, -1.476], [-2.156, -2.093, -0.425], [0.617, 2.247, 0.192], [2.660, 3.366, 0.328], [-2.365, -6.733, -4.224], [-2.562, 0.328, -0.036], [0.316, 3.624, 0.634], [-4.475, 1.637, 0.965], [-0.731, 4.339, -0.230], [2.612, 0.830, 0.770], [-2.616, -3.995, -3.698], [-1.623, 1.300, 0.321], [-0.916, -3.972, 0.674], [-2.844, -4.469, -4.992], [-1.563, -4.951, -0.275], [6.332, 0.652, 0.574], [-1.742, -2.713, 0.841], [4.038, 0.576, 0.440], [-4.822, -0.662, 0.272], [7.581, 1.022, 1.060], [5.215, 1.393, 2.613], [-2.125, -6.257, -2.926], [-2.235, -2.879, -1.467], [-0.277, 1.261, -0.032], [-5.783, 1.686, 1.443], [4.576, 0.171, -0.775], [1.875, 5.635, 0.804], [2.043, 2.016, -0.031], [-6.615, 0.560, 1.358], [-2.714, -5.842, -5.251], [-6.124, -0.614, 0.766], [5.142, 0.857, 1.328], [-2.249, -4.887, -2.689], [7.640, 1.572, 2.349], [-0.091, 3.669, 2.119], [6.473, 1.747, 3.116], [-3.937, 0.438, 0.389], [0.129, 0.357, -0.495], [0.770, 3.408, 2.752], [6.592, 0.010, -1.455], [-3.115, -3.760, -5.771], [-0.905, 2.971, 2.332], [1.999, -0.060, 0.549], [-6.762, -1.496, 0.691], [-1.648, 3.750, -0.307], [-1.847, -6.932, -2.114], [4.291, 1.533, 3.176], [4.050, -0.126, -1.677], [2.229, 1.843, -1.112], [-7.634, 0.601, 1.744], [-6.160, 2.611, 1.886], [-2.638, -2.949, 1.440], [8.602, 1.871, 2.766], [-0.861, -5.735, -0.574], [2.522, 1.050, 1.848], [-0.423, 4.686, 2.368], [-2.299, -0.418, -0.791], [-0.325, 4.506, -1.236], [-1.172, -1.952, 1.384], [1.648, 5.834, 1.861], [2.929, 5.857, 0.618], [0.077, -3.705, 0.296], [-1.943, 2.146, 0.934], [-0.781, -4.461, 1.641], [-2.431, -5.441, 0.193], [6.547, 2.175, 4.117], [-0.971, 5.307, 0.228], [-3.859, 2.538, 1.021], [8.459, 0.880, 0.432], [-2.278, -7.800, -4.435], [-2.887, -6.222, -6.258], [-4.432, -1.567, -0.195], [1.250, 6.289, 0.188]], "forces_ev_per_angstrom": [[0.0, 0.2, 0.2], [-1.9, -0.6, -0.4], [0.0, -0.2, 0.0], [0.4, -0.4, 0.0], [-0.2, -0.5, -0.2], [0.4, -2.7, -1.5], [-1.4, -1.7, -0.5], [1.3, 0.7, 0.3], [0.0, 0.5, 0.1], [0.7, 2.9, -1.0], [-0.1, 0.7, 0.5], [0.2, -0.6, 0.0], [0.2, -0.2, -0.2], [-0.4, -0.1, 0.1], [0.0, -0.8, -0.4], [-1.2, -0.3, 0.4], [0.5, 0.0, 0.2], [0.1, 0.0, 0.3], [-0.4, 0.1, -0.2], [-0.8, 0.4, -0.1], [-0.5, 0.1, -0.2], [0.8, -0.4, -0.6], [0.3, 0.1, 0.0], [0.2, 0.0, 0.6], [0.6, 0.1, 0.2], [-0.1, 0.1, -0.2], [0.2, -0.1, 1.4], [1.2, 1.1, 0.1], [0.2, -0.1, -0.2], [-0.2, 0.5, 1.2], [-0.3, 0.3, 0.2], [0.7, -0.2, -0.5], [0.5, -0.2, -0.2], [0.0, 0.1, 0.3], [0.0, 0.4, 0.0], [0.4, 0.0, -1.0], [0.3, 0.1, 0.1], [-0.1, -0.3, -0.6], [0.1, -0.1, 0.1], [-0.6, -0.2, 0.0], [-1.4, 0.3, 0.7], [-0.1, 0.3, 0.1], [-0.3, 0.0, -0.1], [-0.3, 0.1, 0.4], [0.0, -0.3, 0.0], [0.1, 0.2, 0.1], [0.1, 0.2, 0.2], [0.2, 0.3, 0.0], [0.1, 0.2, 0.0], [-0.1, 0.2, -0.3], [0.4, 0.1, 0.1], [0.3, 0.0, 0.1], [-0.1, 0.1, 0.5], [0.3, 0.0, -0.1], [0.1, -0.3, -0.2], [0.2, 0.2, -0.1], [-0.3, -0.1, -0.1], [-0.1, 0.2, 0.0], [-0.1, -0.1, -0.4], [0.1, -0.3, 0.0], [-0.1, 0.6, 0.8], [-0.2, 0.0, 0.2], [-0.1, -0.1, 0.1], [0.1, 0.0, -0.2], [-0.2, -0.2, 0.0], [0.0, 0.0, 0.0], [0.1, -0.6, -0.1], [0.1, 0.1, 0.0], [0.1, 0.1, -0.1], [0.0, -0.1, -0.3], [0.1, -0.3, -0.2], [-0.3, -0.3, 0.0], [0.0, 0.1, 0.3], [0.0, 0.4, 0.1], [0.0, 0.2, 0.3], [-0.2, 0.2, 0.2], [0.2, -0.1, 0.1]], "e_tot_ha": -2064.202545, "orbital_gap_ev": 5.527, "total_charge": 1, "multiplicity": 1, "mol_weight_g_mol": 562.76}